No. 1
{"formula": "C20H21ClN4O", "method": "wB97M-V/def2-TZVPD", "symbols": ["O", "Cl", "N", "N", "C", "C", "C", "C", "C", "C", "C", "C", "C", "C", "C", "C", "C", "N", "N", "C", "C", "C", "C", "C", "C", "C", "H", "H", "H", "H", "H", "H", "H", "H", "H", "H", "H", "H", "H", "H", "H", "H", "H", "H", "H", "H", "H"], "xyz": [[1.039479, -0.814503, 3.218884], [-1.677202, -1.873803, -6.077337], [0.902946, 0.835640, 0.092601], [4.606500, -2.292708, 1.764979], [1.304194, -0.500231, 2.080675], [1.884302, 0.249580, -0.555338], [5.097285, -1.816962, 0.594722], [3.399749, -1.917208, 2.186466], [-1.132732, -0.168790, -3.947101], [0.726448, -1.483329, -4.819726], [4.239411, -1.038471, -0.233345], [-0.218770, 0.427535, -2.951954], [1.550655, -0.967726, -3.826444], [-0.671502, -1.116682, -4.924266], [2.594604, -1.059175, 1.410980], [2.934097, -0.584920, 0.126477], [1.134666, 0.029888, -2.935888], [0.575498, 0.447705, 1.402940], [-2.731197, 0.814060, 1.116108], [2.065865, 0.645705, -1.993367], [-2.585831, 0.200242, -0.211137], [-3.916570, 1.571090, 1.625312], [-3.969933, 1.258233, 3.104574], [-0.472346, 1.126726, 2.210177], [-2.527843, 1.068956, 3.472470], [-1.895929, 0.473223, 2.244347], [6.148020, -2.157784, 0.332122], [3.078964, -2.326529, 3.216424], [-2.150741, 0.186624, -3.970816], [1.055407, -2.274385, -5.447757], [4.696829, -0.629259, -1.133862], [-0.548354, 1.059072, -2.156170], [2.628420, -1.313386, -3.850924], [3.129224, 0.384043, -2.274385], [2.023201, 1.692120, -2.139444], [-3.142127, -0.743693, -0.218585], [-3.028958, 0.877267, -1.047550], [-1.531845, -0.028494, -0.516218], [-4.908487, 1.507026, 1.239941], [-3.733059, 2.640992, 1.427183], [-4.599887, 0.394580, 3.253524], [-4.421823, 2.018362, 3.627150], [-0.125109, 1.361277, 3.191997], [-0.575341, 2.124641, 1.843032], [-2.097627, 1.982723, 3.863725], [-2.399050, 0.401970, 4.265274], [-1.753500, -0.671241, 2.319529]], "forces_ev_per_angstrom": [[-0.45, -0.20, 0.43], [-0.24, 0.07, -0.15], [0.02, -1.35, 0.42], [0.46, 0.04, -0.05], [1.89, -0.75, -0.39], [0.39, 1.04, 1.56], [-1.87, 0.03, 0.13], [0.26, -0.31, 0.43], [1.92, 0.21, 0.30], [-2.32, 0.41, 0.60], [1.07, 0.87, -0.84], [-0.15, -2.53, -2.49], [1.00, -0.07, -0.91], [2.32, 1.52, 2.93], [-2.30, 1.16, 0.62], [0.23, -1.76, 1.72], [-1.95, -0.93, -1.09], [1.02, -0.08, -0.53], [-0.72, 0.59, -0.05], [2.49, -0.70, 0.39], [-0.71, 0.77, -0.40], [1.35, 1.03, -0.43], [0.50, -0.92, -1.29], [-0.30, -0.09, -1.66], [-0.87, -0.17, 0.02], [2.13, -1.11, -0.77], [-1.58, 0.76, 0.11], [0.30, 0.94, -1.94], [-0.20, -0.15, 0.03], [0.45, -0.39, -0.55], [-0.17, -0.30, -0.10], [-0.47, 0.57, -0.01], [-1.36, 0.48, 0.28], [-1.10, 0.13, 0.17], [-0.18, 1.30, 0.31], [0.01, -0.14, -0.38], [0.72, -1.00, 1.51], [-0.84, 0.42, 0.68], [-0.60, -1.27, -1.14], [0.23, 0.08, 0.44], [0.10, -0.63, 0.09], [-1.04, 1.95, 1.30], [0.65, -0.88, 0.80], [-0.30, 0.62, -1.01], [0.30, 0.50, -0.59], [0.10, -1.22, 1.40], [-0.21, 1.47, 0.11]], "lowdin_charge": [0.063, 0.679, 0.180, 0.040, -0.374, -0.175, -0.110, -0.076, -0.051, -0.097, -0.013, -0.006, -0.044, -0.684, -0.043, -0.069, -0.251, -0.019, -0.168, -0.118, -0.071, -0.163, -0.168, -0.076, -0.155, -0.293, 0.126, 0.152, 0.087, 0.085, 0.093, 0.078, 0.132, 0.123, 0.117, 0.070, 0.108, 0.055, 0.099, 0.111, 0.116, 0.083, 0.107, 0.121, 0.121, 0.103, 0.172], "mol_weight_g_mol": 368.9, "e_lumo_ev": -0.30, "e_tot_ev": -41608.5046, "homo_lumo_gap_ev": 7.5, "smiles": "CN1CCC[C@@H]1Cn1nc(Cc2ccc(Cl)cc2)c2ccncc2c1=O"}



No. 2
{"formula": "C6H10N", "method": "wB97M-V/def2-TZVPD", "symbols": ["C", "C", "C", "C", "C", "C", "N", "H", "H", "H", "H", "H", "H", "H", "H", "H", "H"], "xyz": [[2.891724, 0.124825, 0.298906], [1.925533, -0.567854, 0.108224], [-0.186639, -0.584750, -1.359546], [0.639899, -1.081170, -0.164607], [-0.683783, 0.092820, -0.119782], [-1.989191, -0.254459, 0.640706], [-0.098098, 1.373356, 0.251920], [3.883260, 0.298023, 0.388951], [0.324283, -0.104312, -2.102493], [-0.822184, -1.292347, -1.790261], [0.445660, -2.005126, 0.380619], [-1.764980, -0.053707, 1.763830], [-2.193403, -1.296451, 0.414602], [-2.794485, 0.400471, 0.238905], [1.021713, 1.091053, 0.328479], [-0.460632, 1.663156, 1.144570], [-0.138679, 2.196471, -0.423020]], "forces_ev_per_angstrom": [[-1.72, -1.15, -0.16], [-0.83, 0.82, -0.46], [-0.02, -0.81, 2.76], [-2.53, 0.71, 0.28], [1.15, -2.19, 0.25], [1.73, 1.20, 0.24], [2.94, 0.51, -1.50], [2.52, 1.15, 0.35], [1.37, 1.66, -1.61], [-1.15, -1.04, -0.38], [-0.49, 0.12, -0.55], [-0.85, -0.58, -1.83], [-0.30, -0.02, 0.40], [0.34, -0.51, 0.53], [-1.89, 1.24, 0.29], [0.02, 0.29, 0.57], [-0.29, -1.39, 0.82]], "lowdin_charge": [0.180, -0.113, -0.023, -0.120, -0.340, 0.003, 0.186, 0.032, 0.099, 0.111, 0.147, 0.125, 0.088, 0.101, 0.167, 0.150, 0.208], "mol_weight_g_mol": 96.2, "e_lumo_ev": -3.37, "e_tot_ev": -7863.8866, "homo_lumo_gap_ev": 10.3, "smiles": "C#C[C@@H]1C[C@]1(C)[NH3+]", "total_charge": 1}



No. 3
{"formula": "C12H32N6O5P", "method": "wB97M-V/def2-TZVPD", "symbols": ["C", "N", "C", "N", "C", "C", "O", "C", "O", "C", "O", "N", "O", "H", "H", "H", "H", "H", "H", "H", "H", "H", "H", "H", "H", "H", "H", "O", "P", "N", "C", "C", "N", "C", "C", "N", "C", "C", "H", "H", "H", "H", "H", "H", "H", "H", "H", "H", "H", "H", "H", "H", "H", "H", "H", "H"], "xyz": [[-0.935014, 1.039145, 0.980372], [-1.656691, 1.948196, 0.068562], [-1.809513, 3.274374, 0.593401], [-3.204243, 3.555057, 1.168567], [-4.207291, 3.893398, 0.098625], [-5.232083, 2.790261, -0.107852], [-6.073814, 2.792759, 1.034785], [-6.543523, 1.580009, 1.465249], [-7.528732, 1.499221, 2.111760], [-3.178147, 4.526457, 2.328627], [-3.280759, 3.797735, 3.500854], [-1.915977, 3.678822, 4.183862], [-1.636082, 2.586984, 4.317435], [-0.951965, 0.046132, 0.531476], [-1.409632, 0.955788, 1.965384], [0.112070, 1.319946, 1.067391], [-2.575107, 1.553360, -0.095511], [-1.677956, 4.006286, -0.206881], [-1.075455, 3.509440, 1.363070], [-3.507577, 2.667290, 1.581467], [-4.771697, 4.778754, 0.388262], [-3.713595, 4.139739, -0.839905], [-4.769689, 1.813349, -0.284206], [-5.805464, 3.069755, -0.994126], [-5.934462, 0.693836, 1.218480], [-4.036184, 5.194048, 2.277369], [-2.268989, 5.134011, 2.306512], [1.027071, -2.547050, -0.180124], [2.427463, -2.829594, -0.609037], [3.353236, -1.851788, 0.418697], [4.471885, -0.986913, 0.107441], [3.396195, -2.353499, 1.784648], [2.260667, -2.224944, -2.264974], [2.774737, -0.922037, -2.654135], [0.899911, -2.361399, -2.779425], [3.576016, -4.015788, -1.052156], [4.549132, -3.726863, -2.085652], [2.985879, -5.348333, -1.245676], [5.440209, -1.506665, 0.129689], [4.515313, -0.188978, 0.854026], [4.360295, -0.496028, -0.850915], [4.115457, -3.175070, 1.903424], [2.412394, -2.712000, 2.091748], [3.677832, -1.551046, 2.468281], [2.398954, -0.103999, -2.019992], [2.473908, -0.711037, -3.682357], [3.864330, -0.893480, -2.657393], [0.232044, -1.562039, -2.432625], [0.458641, -3.310814, -2.484968], [0.935209, -2.335345, -3.871087], [4.106939, -3.697620, -3.085603], [5.295361, -4.523188, -2.054704], [5.080650, -2.793728, -1.905651], [2.381355, -5.403379, -2.160835], [2.346946, -5.607550, -0.399913], [3.769542, -6.103979, -1.303760]], "forces_ev_per_angstrom": [[-0.27, -0.52, -0.26], [-0.16, 0.14, 0.96], [0.24, 0.32, -0.77], [0.20, -0.10, -0.23], [-0.48, 0.07, -0.39], [0.25, 0.46, 0.00], [0.24, -0.38, -0.19], [-0.47, -0.22, 0.36], [-0.01, 0.11, 0.11], [-0.33, 0.52, 1.00], [-0.11, -0.36, -0.37], [0.55, 0.10, -0.29], [-0.18, -0.05, 0.37], [0.09, 0.00, 0.03], [0.18, 0.10, 0.08], [-0.07, 0.18, 0.05], [0.15, -0.11, -0.54], [-0.13, 0.15, 0.14], [-0.03, -0.26, 0.09], [-0.07, 0.17, 0.29], [0.17, 0.02, 0.19], [0.27, -0.18, 0.11], [-0.08, -0.04, 0.04], [-0.08, -0.19, 0.01], [0.22, 0.25, -0.33], [-0.09, -0.15, -0.29], [0.08, -0.13, -0.23], [0.01, -3.02, 1.48], [1.13, 4.52, -3.15], [-0.27, 0.40, -0.15], [0.33, -0.18, -0.04], [-0.09, -0.29, 0.07], [0.38, 0.55, 0.12], [0.17, -0.02, -0.06], [-0.09, -0.11, 0.07], [-1.70, -2.02, 1.71], [0.24, 0.24, -0.15], [-0.09, -0.04, 0.03], [-0.01, 0.01, -0.02], [-0.01, -0.07, 0.07], [0.00, -0.10, -0.01], [0.04, 0.05, 0.03], [0.00, -0.01, -0.06], [0.01, 0.05, -0.07], [0.01, 0.03, -0.04], [-0.08, -0.03, 0.02], [-0.01, -0.04, 0.04], [-0.02, -0.03, 0.02], [0.00, 0.01, 0.01], [0.08, 0.04, 0.00], [-0.06, 0.05, 0.05], [-0.02, -0.01, 0.08], [-0.12, 0.06, 0.04], [0.07, -0.05, -0.03], [0.00, 0.04, -0.01], [0.05, 0.06, -0.01]], "lowdin_charge": [-0.080, -0.068, -0.150, -0.028, -0.073, -0.162, -0.023, -0.321, 0.150, -0.166, -0.095, 0.075, 0.158, 0.090, 0.073, 0.092, 0.094, 0.136, 0.129, 0.169, 0.139, 0.143, 0.123, 0.148, 0.153, 0.145, 0.146, -0.298, 0.677, -0.320, -0.127, -0.130, -0.313, -0.150, -0.155, -0.324, -0.123, -0.123, 0.087, 0.084, 0.043, 0.084, 0.072, 0.081, 0.084, 0.082, 0.059, 0.073, 0.070, 0.083, 0.087, 0.092, 0.067, 0.083, 0.079, 0.082], "mol_weight_g_mol": 371.4, "e_lumo_ev": -4.30, "e_tot_ev": -41418.4309, "homo_lumo_gap_ev": 5.8, "total_charge": 1}